# 1
# C4H8O2

An isolated molecule of C4H8O2 (ωB97M-V/def2-TZVPD, OMol25).

Properties
Energy relative to the best compared isomer or geometry (same formula, charge and spin) in kcal/mol: 99.85
Kohn-Sham gap in eV: 8.51
Electronic energy in a.u.: -307.55331
Max |F| in eV Å⁻¹: 0.4

ORCA input file:
```
! RIJCOSX wB97M-V def2-TZVPD def2/J DEFGRID3
* xyz 0 1
C -1.456 -1.285 -0.118
C -0.689 0.006 0.188
O -0.506 0.312 1.459
C 0.475 0.267 -0.654
C 1.508 1.161 -0.104
O 1.821 0.144 0.822
H -2.423 -1.249 0.387
H -1.621 -1.432 -1.192
H -0.895 -2.135 0.282
H 0.603 -0.228 -1.618
H -1.218 0.841 -0.447
H 1.134 2.087 0.342
H 2.355 1.350 -0.766
H 0.911 0.159 1.418
*
```

***

# 2
# C24H28Cl2N10OSr

A structure of composition C24H28Cl2N10OSr (ωB97M-V/def2-TZVPD, OMol25).

Properties
Energy relative to the best compared isomer or geometry (same formula, charge and spin) in kcal/mol: 10.71
Kohn-Sham gap in eV: 5.68
Electronic energy in a.u.: -2505.35731
Max |F| in eV Å⁻¹: 0.5

ORCA input file:
```
! RIJCOSX wB97M-V def2-TZVPD def2/J DEFGRID3
* xyz 0 1
Sr -0.225 -1.082 -0.503
N -1.930 0.657 2.266
C -2.508 1.159 1.171
N -3.245 2.260 1.311
C -3.806 2.702 0.191
N -4.548 3.817 0.264
N -3.705 2.119 -1.021
C -2.927 1.057 -1.053
N -2.289 0.525 -0.012
C -2.759 0.413 -2.410
C -3.444 0.938 -3.492
C -3.258 0.366 -4.742
C -2.395 -0.710 -4.864
C -1.760 -1.176 -3.723
N -1.928 -0.630 -2.521
H -2.113 1.129 3.135
H -1.556 -0.286 2.314
H -4.646 4.279 1.150
H -4.985 4.177 -0.563
H -4.099 1.781 -3.337
H -3.775 0.758 -5.607
H -2.215 -1.182 -5.819
H -1.080 -2.020 -3.770
Cl 0.865 -3.798 -1.497
C -0.530 -4.706 -0.854
Cl -2.022 -3.897 -1.352
H -0.481 -4.692 0.229
H -0.507 -5.704 -1.272
C 2.309 -1.774 3.719
C 2.321 -0.599 2.777
C 2.550 0.686 3.267
C 2.603 1.767 2.388
C 2.887 3.153 2.906
C 2.412 1.570 1.029
C 2.189 0.284 0.487
C 2.149 -0.790 1.413
N 1.881 0.003 -0.810
C 2.158 0.896 -1.928
C 2.070 -0.006 -3.170
C 3.561 1.517 -1.913
C 1.088 1.998 -2.047
H 3.262 -1.855 4.245
H 2.138 -2.709 3.184
H 1.530 -1.662 4.475
H 2.702 0.843 4.329
H 2.664 3.230 3.970
H 2.299 3.904 2.376
H 3.940 3.406 2.767
H 2.425 2.431 0.373
H 2.050 -1.820 1.048
H 2.914 -0.699 -3.172
H 2.075 0.557 -4.107
H 1.162 -0.621 -3.143
H 4.283 0.773 -1.574
H 3.639 2.384 -1.259
H 3.837 1.835 -2.921
H 0.094 1.542 -2.130
H 1.228 2.628 -2.930
H 1.086 2.641 -1.167
O -0.841 -2.501 1.392
N -1.005 -2.226 2.639
C -0.855 -3.219 3.469
C -0.512 -4.528 2.990
N -0.250 -5.559 2.553
C -1.021 -2.967 4.865
N -1.147 -2.761 5.989
*
```

***

# 3
# C32H41BrClF29N3O5S

A cluster of 3 separate species, C32H41BrClF29N3O5S in total in a non-equilibrium geometry (ωB97M-V/def2-TZVPD, OMol25).

Properties
Kohn-Sham gap in eV: 7.45
Electronic energy in a.u.: -8112.03881
Max |F| in eV Å⁻¹: 9.4

ORCA input file:
```
! RIJCOSX wB97M-V def2-TZVPD def2/J DEFGRID3
* xyz 1 1
C 3.930 -2.446 2.108
C 2.480 -2.462 1.286
C 1.719 -0.976 1.392
N 1.976 -0.292 0.070
C 1.294 1.050 -0.056
C -0.355 0.988 0.218
C -1.087 -0.257 -0.589
C -2.460 0.193 -1.372
C -2.819 -0.789 -2.645
O -4.085 -1.255 -2.767
O -1.864 -1.180 -3.713
C 1.716 2.283 0.959
N 1.589 2.102 2.454
N 2.950 3.028 0.408
C 4.183 2.184 0.709
C 5.573 3.034 0.867
C 6.666 2.423 1.920
F 5.886 2.100 3.175
F 7.643 3.485 2.368
C 7.380 1.019 1.475
F 6.324 -0.016 1.443
F 8.273 0.639 2.636
C 8.358 1.088 0.171
F 8.467 2.531 -0.278
F 9.769 0.778 0.615
C 7.873 0.275 -1.152
F 6.402 0.440 -1.449
F 8.554 0.951 -2.322
S 8.303 -1.524 -1.270
F 6.596 -1.888 -1.163
F 8.057 -1.418 -2.990
F 9.983 -1.266 -1.475
F 8.403 -1.786 0.410
F 8.590 -3.199 -1.494
C 2.592 3.145 -1.089
Br 4.034 3.824 -2.294
C 1.787 1.738 -1.500
C 2.587 0.776 -2.576
C 1.703 -0.476 -3.161
C 2.495 -0.978 -4.546
C 0.499 2.322 -2.329
C 0.860 3.122 -3.711
O 1.151 2.568 -4.897
Cl 0.835 5.004 -3.670
H 4.239 -3.519 2.496
H 3.798 -1.779 3.080
H 4.762 -2.063 1.379
H 2.580 -2.839 0.181
H 1.812 -3.255 1.864
H 2.248 -0.447 2.322
H 0.599 -1.222 1.622
H 3.015 -0.239 -0.016
H -0.881 2.027 0.072
H -0.486 0.729 1.376
H -0.381 -0.821 -1.339
H -1.412 -1.074 0.218
H -2.358 1.287 -1.790
H -3.345 0.071 -0.590
H -1.862 -0.499 -4.449
H 0.881 3.113 0.755
H 0.564 2.302 2.659
H 2.117 2.816 3.002
H 2.882 3.927 0.957
H 3.989 1.415 1.601
H 4.328 1.488 -0.250
H 6.008 3.234 -0.200
H 5.261 4.104 1.295
H 1.845 4.067 -1.046
H 3.008 1.357 -3.515
H 3.548 0.287 -2.062
H 1.774 -1.367 -2.406
H 0.620 -0.203 -3.508
H 3.626 -1.283 -4.319
H 1.912 -1.806 -5.132
H 2.582 0.009 -5.211
H -0.326 1.532 -2.589
H -0.032 3.117 -1.614
C -4.046 -3.607 4.306
C -3.006 -3.374 3.199
C -1.963 -2.310 3.515
F -2.516 -1.089 3.701
F -1.087 -2.176 2.483
F -3.650 -3.105 2.031
F -2.356 -4.563 2.997
O -5.303 -2.948 4.135
C -5.356 -1.603 4.608
C -5.631 -0.592 3.488
F -4.662 -0.625 2.538
F -5.655 0.680 3.970
F -4.227 -1.326 5.305
F -6.370 -1.572 5.515
H -4.296 -4.675 4.276
H -3.633 -3.454 5.310
H -1.385 -2.570 4.406
H -6.589 -0.794 3.001
C -8.316 0.623 -2.321
C -7.551 0.586 -0.990
C -7.039 -0.790 -0.584
F -8.044 -1.678 -0.403
F -6.375 -0.724 0.601
F -8.324 1.135 -0.014
F -6.472 1.421 -1.119
O -9.743 0.603 -2.226
C -10.330 -0.693 -2.123
C -11.082 -0.899 -0.803
F -10.257 -0.768 0.267
F -11.611 -2.150 -0.731
F -9.382 -1.635 -2.344
F -11.198 -0.786 -3.167
H -8.091 1.593 -2.782
H -7.941 -0.113 -3.043
H -6.347 -1.194 -1.328
H -11.894 -0.174 -0.695
*
```

***

# 4
# C5H10O2

A structure of composition C5H10O2 (ωB97M-V/def2-TZVPD, OMol25).

Properties
Energy relative to the best compared isomer or geometry (same formula, charge and spin) in kcal/mol: 84.82
Kohn-Sham gap in eV: 10.55
Electronic energy in a.u.: -346.89026
Max |F| in eV Å⁻¹: 1.0

ORCA input file:
```
! RIJCOSX wB97M-V def2-TZVPD def2/J DEFGRID3
* xyz 0 1
C -2.182 -0.399 0.649
C -1.853 0.548 -0.474
O -1.662 1.739 -0.319
C 0.516 -0.328 -0.524
C 1.823 0.422 -0.657
C 2.078 -0.142 0.750
O 0.824 -0.848 0.768
H -3.234 -0.187 0.849
H -2.071 -1.457 0.388
H -1.593 -0.184 1.544
H -1.855 0.091 -1.489
H -0.184 0.484 -0.446
H 0.221 -1.104 -1.243
H 2.475 0.104 -1.466
H 1.655 1.503 -0.704
H 2.130 0.599 1.554
H 2.914 -0.841 0.818
*
```